No. 1
Density functional theory data (ωB97M-V/def2-TZVPD) for a structure of composition C6H10N3O2.

Atoms and positions in Å:
C  -0.80083  -1.09514  1.04820
C  -2.33775  -0.46208  -1.45777
C  -0.05787  -0.69320  -0.06494
C  3.75149  -1.19824  0.34266
C  -3.40147  1.98782  0.90468
C  3.35430  -0.40342  -0.91535
N  -1.39027  -1.68027  1.83221
N  1.12522  -0.65775  -0.27472
N  -2.88717  0.51379  -0.92268
O  -2.39856  1.30060  0.16464
O  1.86200  -0.50645  -1.31913
H  -1.18484  -0.57481  -0.90248
H  2.75531  -1.26003  0.88838
H  4.07433  -2.15411  0.02017
H  4.62819  -0.67754  0.95038
H  -3.70332  2.92345  0.28579
H  -2.84805  2.43706  1.66551
H  -4.11235  1.33582  1.30328
H  3.92682  -0.58879  -1.82334
H  3.56600  0.65869  -0.72012
H  -3.92115  0.79458  -1.00539

LUMO energy (spin up / spin down): -6.74 / -6.74 eV
Charge: +1
HOMO-LUMO gap (spin up / spin down): 0.272 / 0.272 hartree
ΔE to the lowest compared entry with this formula, charge and spin: 11.9434 eV
HOMO level (spin up / spin down): -0.519 / -0.519 Eh
Maximum force: 4.79 eV/A

***

No. 2
Density functional theory data (ωB97M-V/def2-TZVPD) for the ion C6H10N3O2 with charge +1.

Atoms and positions in Å:
C  2.39969  -0.62155  0.82417
C  3.70387  0.67023  -0.29103
C  1.69773  -0.16866  -0.27685
C  -0.88662  0.08167  0.30749
C  0.27127  -0.46294  -0.63941
C  -2.24780  -0.51237  0.04059
N  3.65221  -0.07765  0.81053
N  2.57483  0.68443  -0.97769
N  -3.13315  0.23289  0.40734
O  -0.94151  1.42428  0.38903
O  0.10094  -1.87062  -0.62498
H  1.96303  -1.30727  1.55054
H  4.62724  1.01810  -0.52343
H  -0.59845  -0.43960  1.20082
H  0.08311  -0.12768  -1.66106
H  -2.36579  -1.36592  -0.55079
H  2.28345  0.92254  -1.94056
H  -2.76713  1.02538  0.84320
H  -4.14326  0.18761  0.27551
H  -0.22512  1.62719  1.02705
H  0.67602  -2.35824  -0.05381

LUMO energy (spin up / spin down): -3.83 / -8.26 eV
Charge: +1
HOMO-LUMO gap (spin up / spin down): 0.162 / 0.215 hartree
ΔE to the lowest compared entry with this formula, charge and spin: 0.3289 eV
2S+1: 3
HOMO level (spin up / spin down): -0.303 / -0.519 Eh
Maximum force: 10.66 eV/A

***

No. 3
Density functional theory data (ωB97M-V/def2-TZVPD) for an isolated molecule of C6H10N3O4PS.

Atoms and positions in Å:
N  0.79391  1.53108  1.37773
C  1.15840  1.14686  -0.02488
C  1.41580  -0.36604  -0.30686
C  0.12249  -1.10317  -0.03840
N  -0.75405  -0.53630  0.76122
C  -1.85455  -1.43794  0.76605
P  -3.05549  0.15787  0.13336
O  -2.69270  0.64612  -1.29815
O  -4.33350  -0.88972  -0.16569
S  -3.18466  1.46377  1.53461
N  -1.53116  -2.56456  -0.01290
C  -0.34302  -2.39240  -0.52274
C  0.17238  1.68302  -1.08931
O  0.18046  1.31896  -2.21057
O  -0.72321  2.62739  -0.76192
H  0.06179  1.06692  1.86916
H  1.62284  1.68054  1.94274
H  2.05458  1.57588  -0.32685
H  1.61804  -0.62134  -1.40299
H  2.06400  -0.68632  0.44756
H  -2.27130  -1.57296  1.79495
H  -2.27945  1.54429  -1.23396
H  -4.46696  -0.91176  -1.10980
H  0.07582  -2.97093  -1.28283
H  -0.60955  2.96310  0.09876

LUMO energy: -0.26 eV
HOMO-LUMO gap: 0.333 hartree
ΔE to the lowest compared entry with this formula, charge and spin: 0.5474 eV
HOMO level: -0.342 Eh
Maximum force: 4.34 eV/A
Structure (SMILES): N[C@@H](CC1=N[C@@H](P(O)(O)=S)N=C1)C(=O)O

***

No. 4
Density functional theory data (ωB97M-V/def2-TZVPD) for the ion C6H10N3OS with charge +1.

Atoms and positions in Å:
C  2.06549  -0.37587  -0.44096
C  0.34757  1.64419  0.18059
C  -2.51715  -0.12943  -0.67583
C  1.22161  0.90303  -0.86843
C  -1.37532  0.05342  0.12716
C  -0.52999  -2.85313  0.41815
N  1.80204  -1.45928  0.09160
N  -0.84837  1.31143  0.42904
N  0.99187  2.55224  0.96685
O  -3.12652  0.88726  -0.84187
S  -0.12384  -1.16525  0.75705
H  3.14696  -0.19427  -0.65029
H  -2.93059  -1.00752  -1.20085
H  2.02324  1.50126  -1.32599
H  0.48739  0.48043  -1.60879
H  -1.35607  -3.28285  0.96330
H  0.35333  -3.35779  0.61406
H  -0.82161  -3.01815  -0.62750
H  -1.30300  1.87965  1.11188
H  1.97835  2.65115  0.84612
H  0.51460  2.97948  1.73470

LUMO energy (spin up / spin down): -4.77 / -4.78 eV
Charge: +1
HOMO-LUMO gap (spin up / spin down): 0.276 / 0.276 hartree
ΔE to the lowest compared entry with this formula, charge and spin: 4.1257 eV
HOMO level (spin up / spin down): -0.451 / -0.451 Eh
Maximum force: 5.57 eV/A

***

No. 5
Density functional theory data (ωB97M-V/def2-TZVPD) for a structure of composition C6H10N4S2Ti.

Atoms and positions in Å:
Ti  0.60131  1.26787  -0.99932
N  0.19263  -0.14494  -2.36861
N  1.03017  -1.25141  -2.18500
C  1.94011  -1.28047  -1.15073
N  2.61435  -2.46272  -1.06794
S  2.26279  -0.07029  -0.05808
H  -0.82395  -0.44640  -2.28326
H  0.33763  0.24803  -3.34644
H  0.78362  -2.14003  -2.61228
H  2.75348  -3.01994  -1.89840
H  3.36652  -2.49049  -0.38846
S  1.01225  2.96601  0.73606
C  -0.30581  1.62819  1.14313
C  -0.83995  1.84472  2.41101
C  -1.81907  0.97274  2.89048
C  -2.25153  -0.09625  2.10811
C  -1.69389  -0.27565  0.85228
N  -0.74948  0.52499  0.33102
H  -0.50825  2.67476  3.02580
H  -2.23977  1.13511  3.87721
H  -3.01045  -0.77726  2.47229
H  -2.00213  -1.09437  0.21207
H  -0.65058  2.28780  -1.70091

LUMO energy (spin up / spin down): -0.20 / -0.27 eV
HOMO-LUMO gap (spin up / spin down): 0.186 / 0.245 hartree
2S+1: 3
HOMO level (spin up / spin down): -0.193 / -0.255 Eh
Maximum force: 3.66 eV/A

***

No. 6
Density functional theory data (ωB97M-V/def2-TZVPD) for a structure of composition C6H10NO.

Atoms and positions in Å:
C  1.49535  0.78149  2.09951
O  0.75986  1.87466  2.53058
C  1.17637  0.14358  0.61367
C  -0.32059  0.18466  0.16452
C  -0.60718  -0.80455  -0.88601
C  -0.93524  -2.14043  -0.70855
C  -1.43299  0.17838  -2.29770
N  -0.20350  -0.25408  -2.07929
H  1.29880  -0.08751  2.75623
H  2.63204  1.03557  2.12074
H  1.86698  0.49599  -0.09769
H  1.38852  -0.91387  0.67827
H  -0.88251  -0.17180  1.09076
H  -0.56047  1.19401  -0.11523
H  -1.43158  -2.70902  -1.47777
H  -1.09142  -2.67795  0.22636
H  -1.97459  1.10366  -1.96286
H  -2.15449  -0.54664  -2.82111

LUMO energy: 2.18 eV
Charge: -1
HOMO-LUMO gap: 0.158 hartree
ΔE to the lowest compared entry with this formula, charge and spin: 4.4078 eV
HOMO level: -0.078 Eh
Maximum force: 5.15 eV/A

***

No. 7
Density functional theory data (ωB97M-V/def2-TZVPD) for the ion C6H10NO with charge +1.

Atoms and positions in Å:
C  1.23541  1.53149  -0.04005
C  0.01103  1.54596  -0.15319
C  2.20489  0.41246  0.24206
C  1.41985  -0.77583  -0.29521
C  -1.08639  0.73325  -0.57600
C  0.08737  -0.90073  0.27667
N  -2.32515  0.81322  0.20245
O  -0.70477  -1.97567  0.00112
H  3.26579  0.61057  -0.11880
H  2.14584  0.22913  1.42794
H  1.37788  -1.01873  -1.31520
H  1.99279  -1.66852  0.15178
H  -1.32337  0.69337  -1.58589
H  -0.00161  -0.52660  1.28970
H  -2.84647  0.01568  0.39147
H  -3.02392  1.47346  -0.23272
H  -2.05305  1.26705  1.11469
H  -0.37613  -2.45955  -0.78083

LUMO energy: -3.60 eV
Charge: +1
HOMO-LUMO gap: 0.316 hartree
ΔE to the lowest compared entry with this formula, charge and spin: 4.7988 eV
HOMO level: -0.448 Eh
Maximum force: 4.48 eV/A

***

No. 8
Density functional theory data (ωB97M-V/def2-TZVPD) for the ion C6H10NO with charge +1.

Atoms and positions in Å:
N  -1.26905  -1.96285  -0.17806
C  -1.67526  -0.78214  0.72581
C  -1.40514  0.43847  0.32173
C  -0.81234  1.56237  0.02443
C  0.55386  2.09405  0.17927
C  1.47796  1.01037  -0.35965
C  1.65772  -0.17364  0.23363
O  2.00535  -1.36308  -0.39353
H  -0.21692  -1.95415  -0.16612
H  -1.70328  -1.72351  -1.04298
H  -1.63812  -2.94569  0.02729
H  -2.22008  -1.18502  1.53884
H  -1.51838  2.15242  -0.55240
H  0.76789  3.02783  -0.24514
H  0.75394  2.18428  1.27299
H  1.85784  1.04161  -1.39657
H  1.13964  -0.40863  1.25720
H  2.24438  -1.01267  -1.24677

LUMO energy: -3.72 eV
Charge: +1
HOMO-LUMO gap: 0.335 hartree
ΔE to the lowest compared entry with this formula, charge and spin: 2.9666 eV
HOMO level: -0.472 Eh
Maximum force: 3.70 eV/A
Structure (SMILES): [NH3+]C=C=CC/C=C/O

***

No. 9
Density functional theory data (ωB97M-V/def2-TZVPD) for a cluster of 2 separate species, C6H10NO in total.

Atoms and positions in Å:
C  3.45622  -1.04258  -0.22989
C  2.31333  -0.50335  0.00463
C  -1.92525  1.80276  0.41943
C  3.47070  0.06330  0.84929
C  -2.95367  -0.87669  -0.78032
C  0.36370  0.80870  0.34005
N  0.91658  -0.27057  -0.16733
O  -0.79721  1.16783  0.32141
H  4.00707  -1.70497  -0.76746
H  -2.11326  2.60466  -0.27839
H  -2.59735  1.44703  1.19520
H  3.35601  -0.25228  1.92890
H  3.85665  1.08389  0.83903
H  -3.50803  -0.63983  0.15614
H  -3.22683  -0.02133  -1.41107
H  -1.91392  -0.77568  -0.43348
H  -3.25951  -1.97125  -1.11379
H  0.55476  -0.91965  -0.87233

LUMO energy (spin up / spin down): -5.48 / -6.14 eV
Charge: +1
HOMO-LUMO gap (spin up / spin down): 0.286 / 0.261 hartree
ΔE to the lowest compared entry with this formula, charge and spin: 7.9760 eV
HOMO level (spin up / spin down): -0.487 / -0.487 Eh
Maximum force: 3.93 eV/A

***

No. 10
Density functional theory data (ωB97M-V/def2-TZVPD) for a structure of composition C6H10NO3Se.

Atoms and positions in Å:
C  -1.65149  -1.28051  -0.22530
C  1.99187  -1.35177  -0.17833
C  -2.42011  -1.43146  -1.51815
C  0.83414  3.34640  0.54709
C  0.83020  0.51429  1.18590
C  0.64618  -1.11315  0.56416
N  -0.36913  -1.14190  -0.37318
O  2.88089  -2.04778  0.29266
O  -2.11521  -1.51542  0.89086
O  2.06715  -0.53813  -1.15281
Se  1.05362  1.58714  -0.36567
H  -2.34527  -2.40403  -1.97526
H  -3.44129  -1.25654  -1.36806
H  -2.02009  -0.73499  -2.18589
H  0.29224  3.22748  1.42461
H  1.72999  3.87992  0.77013
H  0.15585  3.91987  -0.17447
H  -0.13195  0.69282  1.77165
H  1.57870  0.49163  1.95564
H  0.39903  -1.80242  1.47850
H  0.03467  -1.04143  -1.36408

LUMO energy: 3.10 eV
Charge: -1
HOMO-LUMO gap: 0.267 hartree
ΔE to the lowest compared entry with this formula, charge and spin: 0.0000 eV
HOMO level: -0.153 Eh
Maximum force: 4.99 eV/A

***

No. 11
Density functional theory data (ωB97M-V/def2-TZVPD) for the ion C6H10NO4 with charge -1.

Atoms and positions in Å:
C  -0.88712  1.04928  1.45667
C  -0.29615  0.24353  0.32034
C  -0.32185  -1.10536  0.30813
O  0.28097  -1.77687  -0.66834
O  -0.79707  -1.79665  1.38756
C  0.34759  -2.35759  2.06054
O  0.39327  -2.12120  3.23930
O  1.08527  -3.03711  1.38110
N  0.19478  1.10228  -0.71056
C  -0.78929  1.39788  -1.76025
C  1.52292  0.77902  -1.22725
H  -1.11477  0.42685  2.20782
H  -1.86866  1.30710  1.02896
H  -0.39661  1.91645  1.63273
H  0.71268  -2.58168  -0.32812
H  -1.66385  1.66356  -1.27263
H  -0.61366  2.20418  -2.50424
H  -1.11795  0.59853  -2.36754
H  1.99269  1.69588  -1.52428
H  2.06335  0.18997  -0.51651
H  1.27344  0.20195  -2.14343

LUMO energy: 3.58 eV
Charge: -1
HOMO-LUMO gap: 0.281 hartree
ΔE to the lowest compared entry with this formula, charge and spin: 2.0005 eV
HOMO level: -0.149 Eh
Maximum force: 5.21 eV/A
Structure (SMILES): C/C(=C(/O)OC(=O)[O-])N(C)C

***

No. 12
Density functional theory data (ωB97M-V/def2-TZVPD) for a cluster of 2 separate species, C6H10NO5 in total.

Atoms and positions in Å:
C  0.02104  2.11547  -1.35586
C  0.39307  -0.19355  1.59876
C  0.58885  -1.22183  -0.73518
C  2.15147  0.52418  -0.02749
C  -0.27439  1.02308  -0.43903
C  0.71193  0.03303  0.09880
N  -3.23187  -1.14678  0.16695
O  0.03755  2.51216  -0.11472
O  -2.73299  -2.14241  -0.35386
O  0.38585  2.39190  -2.48761
O  -4.04358  -1.15997  1.11087
O  -2.85531  -0.04259  -0.21080
H  1.12611  -0.60011  2.23536
H  0.01961  0.80691  1.83272
H  -0.44145  -0.88952  1.89165
H  0.81895  -0.89568  -1.73109
H  -0.38594  -1.69619  -0.71303
H  1.23315  -2.05214  -0.43893
H  2.39557  1.21330  0.78296
H  2.81826  -0.34195  0.05234
H  2.50038  1.04771  -0.99104
H  -1.23627  0.71498  -0.17179

LUMO energy: 3.21 eV
Charge: -1
HOMO-LUMO gap: 0.293 hartree
ΔE to the lowest compared entry with this formula, charge and spin: 0.4473 eV
HOMO level: -0.175 Eh
Maximum force: 3.24 eV/A

***

- Which of these has the lowest maximum force?
  C6H10NO5

***

- What is the maximum force in the fourth record?
  5.57 eV/A

***

What did the ninth record say?
Density functional theory data (ωB97M-V/def2-TZVPD) for a cluster of 2 separate species, C6H10NO in total.

Atoms and positions in Å:
C  3.45622  -1.04258  -0.22989
C  2.31333  -0.50335  0.00463
C  -1.92525  1.80276  0.41943
C  3.47070  0.06330  0.84929
C  -2.95367  -0.87669  -0.78032
C  0.36370  0.80870  0.34005
N  0.91658  -0.27057  -0.16733
O  -0.79721  1.16783  0.32141
H  4.00707  -1.70497  -0.76746
H  -2.11326  2.60466  -0.27839
H  -2.59735  1.44703  1.19520
H  3.35601  -0.25228  1.92890
H  3.85665  1.08389  0.83903
H  -3.50803  -0.63983  0.15614
H  -3.22683  -0.02133  -1.41107
H  -1.91392  -0.77568  -0.43348
H  -3.25951  -1.97125  -1.11379
H  0.55476  -0.91965  -0.87233

LUMO energy (spin up / spin down): -5.48 / -6.14 eV
Charge: +1
HOMO-LUMO gap (spin up / spin down): 0.286 / 0.261 hartree
ΔE to the lowest compared entry with this formula, charge and spin: 7.9760 eV
HOMO level (spin up / spin down): -0.487 / -0.487 Eh
Maximum force: 3.93 eV/A